Molecular formula: C7H12O
Method: DFT, ωB97M-V/def2-TZVPD

Each atom is followed by the atoms it is bonded to, with distances in Å.
Positions of all 20 atoms, in Å:
1 C -1.6694 0.2604 0.3558  C2 1.320, C4 1.486, H8 1.083
2 C -2.7993 -0.4195 0.2985  C1 1.320, H9 1.085, H10 1.084
3 C 0.1441 -1.4098 0.0237  C4 1.379, C7 1.534, H11 1.086
4 C -0.4050 -0.1833 -0.2874  C1 1.486, C3 1.379, C5 1.451
5 C 0.3420 0.7399 -1.1219  C4 1.451, C6 1.354, H12 1.082
6 C 0.0860 2.0691 -1.1321  C5 1.354, H13 1.084, H14 1.084
7 C 1.5561 -1.9217 -0.2902  C3 1.534, H15 1.094, H16 1.083, H17 1.084
8 H -1.6005 1.2650 0.7547  C1 1.083
9 H -2.9911 -1.2780 -0.3371  C2 1.085
10 H -3.7126 -0.0430 0.7459  C2 1.084
11 H -0.3147 -2.0031 0.8093  C3 1.086
12 H 1.0786 0.2414 -1.7386  C5 1.082
13 H 0.7269 2.8050 -1.6036  C6 1.084
14 H -0.8148 2.5606 -0.7837  C6 1.084
15 H 1.5438 -2.3563 -1.2945  C7 1.094
16 H 2.2694 -1.1133 -0.1876  C7 1.083
17 H 1.6863 -2.7662 0.3775  C7 1.084
18 H 2.3996 1.4984 1.2867  O20 0.982
19 H 1.4332 0.3154 1.0231  O20 0.960
20 O 1.8472 0.8174 1.7292  H18 0.982, H19 0.960

The expectation value of S² is 0.780. For the HOMO-LUMO gap (alpha / beta), the calculation gives 9.5 / 6.4 eV. The calculation puts the HOMO energy (alpha / beta) at -14.59 / -14.48 eV. Its multiplicity is 2. Its charge is +1.